1.
The following is a DFT calculation (ωB97M-V with the def2-TZVPD basis set) of 2 unconnected molecules or ions with the total composition C6H15NO in a non-equilibrium geometry.

Each atom is followed by the atoms it is bonded to, with distances in Å.
CARTESIAN COORDINATES (ANGSTROEM)
1 C -1.6721 1.3553 1.2438  C2 1.530, H8 1.106, H9 1.094, H10 1.122
2 C -0.4375 1.2265 0.3487  C1 1.530, C3 1.493, N7 1.480, H11 1.097
3 C -0.3445 -0.1938 -0.1032  C2 1.493, C4 1.570, H12 1.101, H13 1.109
4 C 0.7169 -0.5145 -1.2151  C3 1.570, C6 1.542, H14 1.109, H15 1.104
5 C -0.3002 -1.4319 -3.3589  C6 1.321, H16 1.083, H17 1.109
6 C 0.0087 -0.4100 -2.5810  C4 1.542, C5 1.321, H18 1.102
7 N 0.8460 1.6835 0.9270  C2 1.480, H19 1.014, H20 1.015
8 H -2.6200 1.3623 0.6741  C1 1.106
9 H -1.7407 2.1979 1.9386  C1 1.094
10 H -1.8635 0.4286 1.8475  C1 1.122
11 H -0.5614 1.8545 -0.5418  C2 1.097
12 H -1.2543 -0.6790 -0.4890  C3 1.101
13 H -0.0231 -0.8996 0.6890  C3 1.109
14 H 1.5673 0.1975 -1.1987  C4 1.109
15 H 1.1370 -1.4742 -0.8656  C4 1.104
16 H -0.6314 -1.4964 -4.3883  C5 1.083
17 H 0.0859 -2.3459 -2.8644  C5 1.109
18 H -0.3550 0.6252 -2.4793  C6 1.102
19 H 1.2444 1.0685 1.6283  N7 1.014
20 H 0.5810 2.5389 1.4048  N7 1.015
21 H 2.4470 -1.2022 2.9940  O23 0.962
22 H 1.6362 -2.3918 3.3700  O23 0.965
23 O 1.5328 -1.4991 3.0195  H21 0.962, H22 0.965

Computed properties:
molecular weight: 117.2 Da
multiplicity: 1
structure (SMILES): C=CCC[C@@H](C)N.O
net charge: 0
ΔE to the lowest compared entry with this formula, charge and spin: 250.98 kJ/mol
E_HOMO: -9.15 eV

=====

2.
The following is a DFT calculation (ωB97M-V with the def2-TZVPD basis set) of 2 unconnected molecules or ions with the total composition C6H15NO in a non-equilibrium geometry.

Each atom is followed by the atoms it is bonded to, with distances in Å.
CARTESIAN COORDINATES (ANGSTROEM)
1 C -0.7169 -1.5368 1.5660  C2 1.537, H8 1.068, H9 1.137, H10 1.043
2 C -0.7036 -2.4484 0.3288  C1 1.537, C3 1.520, H11 1.180, H12 1.009
3 C 0.4491 -2.3265 -0.6549  C2 1.520, C6 1.546, H13 1.055, H14 1.080
4 N 2.0113 0.4020 -0.2587  C5 1.368, H15 1.010, H16 1.030
5 C 1.0365 0.1443 -1.1828  N4 1.368, C6 1.366, C7 1.537
6 C 0.3311 -0.9979 -1.4375  C3 1.546, C5 1.366, H17 1.086
7 C 0.6912 1.3502 -2.0709  C5 1.537, H18 1.127, H19 1.077, H20 1.139
8 H 0.1821 -1.1372 1.9803  C1 1.068
9 H -1.0844 -0.4670 1.4513  C1 1.137
10 H -1.3589 -2.0241 2.2285  C1 1.043
11 H -0.5633 -3.5273 0.7862  C2 1.180
12 H -1.5600 -2.4892 -0.2026  C2 1.009
13 H 0.5452 -3.1054 -1.3593  C3 1.055
14 H 1.3683 -2.4250 -0.0962  C3 1.080
15 H 2.4220 1.3141 -0.3976  N4 1.010
16 H 2.5084 -0.3696 0.2087  N4 1.030
17 H -0.3948 -1.0197 -2.2451  C6 1.086
18 H -0.2559 1.0718 -2.6135  C7 1.127
19 H 1.5244 1.3802 -2.7527  C7 1.077
20 H 0.6778 2.3306 -1.4907  C7 1.139
21 H -2.9071 4.9746 2.8189  O23 0.892
22 H -2.7146 3.3502 2.9203  O23 1.021
23 O -2.3741 4.2775 2.6603  H21 0.892, H22 1.021

Computed properties:
molecular weight: 117.2 Da
multiplicity: 1
structure (SMILES): CCC/C=C(/C)N.O
net charge: 0
ΔE to the lowest compared entry with this formula, charge and spin: 261.42 kJ/mol
E_HOMO: -7.56 eV

=====

3.
The following is a DFT calculation (ωB97M-V with the def2-TZVPD basis set) of 2 unconnected molecules or ions with the total composition C6H15NO in a non-equilibrium geometry.

Each atom is followed by the atoms it is bonded to, with distances in Å.
CARTESIAN COORDINATES (ANGSTROEM)
1 C -0.9136 -0.7895 -0.2309  N2 1.477, C7 1.534, H8 1.094, H9 1.093
2 N 0.3553 -0.8602 0.5210  C1 1.477, C3 1.507, C5 1.506
3 C 0.5535 0.2743 1.4923  N2 1.507, C4 1.528, H10 1.099, H11 1.083
4 C -0.4582 -0.0088 2.6024  C3 1.528, H12 1.089, H13 1.080, H14 1.115
5 C 1.4702 -0.9787 -0.4837  N2 1.506, C6 1.503, H15 1.100, H16 1.094
6 C 0.8191 -1.1184 -1.8311  C5 1.503, C7 1.537, H17 1.087, H18 1.118
7 C -0.5869 -0.5110 -1.7034  C1 1.534, C6 1.537, H19 1.094, H20 1.086
8 H -1.5092 -1.7019 -0.1385  C1 1.094
9 H -1.6043 -0.0262 0.1366  C1 1.093
10 H 0.2160 1.1508 0.9208  C3 1.099
11 H 1.5949 0.3327 1.7822  C3 1.083
12 H -0.2067 -0.9065 3.1648  C4 1.089
13 H -1.4672 0.0672 2.2262  C4 1.080
14 H -0.4564 0.8265 3.3416  C4 1.115
15 H 1.9193 -1.9520 -0.2355  C5 1.100
16 H 2.2015 -0.1727 -0.3754  C5 1.094
17 H 0.9465 -2.0265 -2.4142  C6 1.087
18 H 1.4285 -0.4494 -2.4883  C6 1.118
19 H -1.2130 -0.9845 -2.4654  C7 1.094
20 H -0.4708 0.5547 -1.8771  C7 1.086
21 H -1.3863 2.6681 -0.9815  O23 0.983
22 H -0.6299 3.3509 -0.0020  O23 0.963
23 O -0.6024 3.2610 -0.9609  H21 0.983, H22 0.963

Computed properties:
molecular weight: 117.2 Da
multiplicity: 1
structure (SMILES): CCN1CCCC1.O
net charge: 0
ΔE to the lowest compared entry with this formula, charge and spin: 201.20 kJ/mol
E_HOMO: -8.18 eV

=====

4.
The following is a DFT calculation (ωB97M-V with the def2-TZVPD basis set) of a single C6H15NO molecule in a non-equilibrium geometry.

Each atom is followed by the atoms it is bonded to, with distances in Å.
CARTESIAN COORDINATES (ANGSTROEM)
1 C -0.5898 -1.8036 0.6324  N2 1.477, C8 1.527, H9 1.124, H10 1.096
2 N -0.0925 -0.6373 1.3894  C1 1.477, C3 1.468, H11 1.012
3 C -0.1151 0.5913 0.5861  N2 1.468, C4 1.585, C7 1.549, H12 1.084
4 C 1.0625 0.8987 -0.4297  C3 1.585, C5 1.508, O6 1.449, H13 1.094
5 C 0.9963 0.0394 -1.6671  C4 1.508, H14 1.093, H15 1.091, H16 1.096
6 O 0.8955 2.2965 -0.7739  C4 1.449, H17 0.957
7 C 0.0661 1.7348 1.6157  C3 1.549, H18 1.098, H19 1.085, H20 1.089
8 C -1.6575 -1.6734 -0.4512  C1 1.527, H21 1.086, H22 1.085, H23 1.098
9 H 0.2574 -2.4288 0.2398  C1 1.124
10 H -1.0211 -2.5328 1.3274  C1 1.096
11 H 0.8417 -0.8730 1.6981  N2 1.012
12 H -1.0566 0.7038 0.0613  C3 1.084
13 H 2.0466 0.8968 0.0475  C4 1.094
14 H -0.0149 0.1572 -2.0659  C5 1.093
15 H 1.2710 -1.0014 -1.4901  C5 1.091
16 H 1.6413 0.3383 -2.5015  C5 1.096
17 H 0.9552 2.3429 -1.7278  O6 0.957
18 H -0.6814 1.6262 2.4122  C7 1.098
19 H -0.1437 2.7146 1.1995  C7 1.085
20 H 0.9927 1.7439 2.1877  C7 1.089
21 H -2.6547 -1.5754 -0.0315  C8 1.086
22 H -1.3427 -0.9644 -1.2098  C8 1.085
23 H -1.6565 -2.5946 -1.0485  C8 1.098

Computed properties:
molecular weight: 117.2 Da
multiplicity: 1
structure (SMILES): CCN[C@@H](C)[C@@H](C)O
net charge: 0
ΔE to the lowest compared entry with this formula, charge and spin: 191.61 kJ/mol
E_HOMO: -8.60 eV

=====

5.
The following is a DFT calculation (ωB97M-V with the def2-TZVPD basis set) of 2 unconnected molecules or ions with the total composition C6H15NO in a non-equilibrium geometry.

Each atom is followed by the atoms it is bonded to, with distances in Å.
CARTESIAN COORDINATES (ANGSTROEM)
1 C -0.3775 -1.4677 -0.9055  N2 1.452, H5 1.088, H6 1.095, H7 1.084
2 N 0.8321 -0.7405 -1.2474  C1 1.452, C3 1.449, C4 1.453
3 C 1.9994 -1.1665 -0.5019  N2 1.449, H8 1.089, H9 1.084, H10 1.093
4 C 1.0535 -0.5843 -2.6753  N2 1.453, H11 1.087, H12 1.085, H13 1.095
5 H -0.6037 -1.3635 0.1541  C1 1.088
6 H -0.2166 -2.5266 -1.1310  C1 1.095
7 H -1.2234 -1.1141 -1.4847  C1 1.084
8 H 2.7987 -0.4342 -0.6014  C3 1.089
9 H 1.7432 -1.3043 0.5419  C3 1.084
10 H 2.3327 -2.1189 -0.9225  C3 1.093
11 H 2.0227 -0.1295 -2.8647  C4 1.087
12 H 0.2467 -0.0088 -3.1177  C4 1.085
13 H 1.0632 -1.5889 -3.1108  C4 1.095
14 C -1.9693 1.4311 2.0886  O15 1.431, C16 1.492, H18 1.092, H19 1.098
15 O -2.5973 0.2286 1.6328  C14 1.431, H20 0.960
16 C -0.4982 1.2474 1.9197  C14 1.492, C17 1.320, H21 1.087
17 C 0.2855 2.1059 1.2937  C16 1.320, H22 1.082, H23 1.082
18 H -2.1860 1.5950 3.1464  C14 1.092
19 H -2.3064 2.3104 1.5244  C14 1.098
20 H -3.5408 0.3031 1.7917  O15 0.960
21 H -0.0921 0.4229 2.4997  C16 1.087
22 H 1.3546 1.9542 1.2198  C17 1.082
23 H -0.1211 2.9490 0.7501  C17 1.082

Computed properties:
molecular weight: 117.2 Da
multiplicity: 2
expectation value of S²: 0.754
net charge: +1
ΔE to the lowest compared entry with this formula, charge and spin: 167.08 kJ/mol
E_HOMO (spin up / spin down): -13.07 / -13.06 eV

=====

6.
The following is a DFT calculation (ωB97M-V with the def2-TZVPD basis set) of 2 unconnected molecules or ions with the total composition C6H15NO in a non-equilibrium geometry.

Each atom is followed by the atoms it is bonded to, with distances in Å.
CARTESIAN COORDINATES (ANGSTROEM)
1 C 0.1427 -1.9691 -0.1964  C2 1.518, N7 1.552, H8 1.077, H9 1.048
2 C 1.2498 -0.9395 -0.0597  C1 1.518, C3 1.573, H10 1.165, H11 1.168
3 C 0.7153 0.5122 0.2260  C2 1.573, C4 1.350, C5 1.569
4 C 0.8993 1.5972 -0.5552  C3 1.350, H12 1.098, H13 1.163
5 C 0.0461 0.7871 1.6179  C3 1.569, C6 1.576, H14 1.031, H15 1.044
6 C 0.3776 2.2107 2.2059  C5 1.576, H16 1.060, H17 1.083, H18 1.103
7 N 0.2188 -2.7651 -1.5264  C1 1.552, H19 1.016, H20 1.081
8 H -0.8225 -1.5037 -0.0910  C1 1.077
9 H 0.1493 -2.6983 0.5556  C1 1.048
10 H 1.9819 -1.0272 0.8429  C2 1.165
11 H 1.9411 -0.8787 -0.9987  C2 1.168
12 H 1.2284 1.4677 -1.5946  C4 1.098
13 H 0.8211 2.6886 -0.1597  C4 1.163
14 H 0.3851 0.0913 2.2990  C5 1.031
15 H -0.9848 0.8124 1.4531  C5 1.044
16 H -0.5569 2.6776 2.0257  C6 1.060
17 H 0.6959 2.1122 3.2362  C6 1.083
18 H 1.2463 2.6155 1.6609  C6 1.103
19 H 1.1458 -3.1687 -1.6265  N7 1.016
20 H 0.0978 -2.0143 -2.2948  N7 1.081
21 H -3.1510 0.2922 -0.5879  O23 0.916
22 H -2.2082 0.8515 -1.6805  O23 0.908
23 O -3.0107 0.4807 -1.4732  H21 0.916, H22 0.908

Computed properties:
molecular weight: 117.2 Da
multiplicity: 2
expectation value of S²: 0.759
net charge: +1
ΔE to the lowest compared entry with this formula, charge and spin: 365.74 kJ/mol
E_HOMO (spin up / spin down): -14.57 / -13.59 eV